45
Properties=species:S:1:pos:R:3:forces:R:3 method="wB97M-V/def2-TZVPD" homo_lumo_gap_ev=9.0 relative_energy_ev=0.953 homo_energy_ev=-8.31 total_charge=0
O 2.712645 2.550513 1.311707 0.166 0.302 0.053
C 2.006900 1.615835 1.022754 -0.351 -0.236 0.086
C 0.483427 1.673090 1.084300 -0.057 0.114 -0.049
N -0.030629 2.283056 -0.131289 0.145 0.087 0.122
C -1.398662 2.751962 -0.024378 -0.278 -0.074 0.098
C -2.427730 1.615817 -0.067896 0.160 0.278 0.035
N -2.258009 0.870042 -1.300913 -0.004 0.043 -0.046
C -3.313480 -0.104186 -1.551651 0.029 0.051 -0.017
C -3.398264 -1.206962 -0.524738 -0.028 0.011 -0.036
C -2.635113 -2.361333 -0.658716 -0.064 0.029 -0.012
C -2.652855 -3.338237 0.321409 0.071 -0.098 0.005
C -3.436688 -3.174972 1.450823 -0.002 -0.055 0.060
C -4.208731 -2.034203 1.590158 -0.049 0.005 0.107
C -4.187749 -1.057879 0.609833 0.009 -0.032 -0.071
C -0.918369 0.322586 -1.387640 0.256 0.222 -0.041
C 0.094397 1.474125 -1.329058 -0.048 -0.249 -0.190
N 2.482920 0.400736 0.605208 -0.263 -0.253 -0.012
C 3.796037 0.009476 0.386042 0.523 -0.066 -0.061
C 4.903158 0.833273 0.597627 -0.066 0.051 0.018
C 6.155510 0.313632 0.336690 -0.123 -0.372 -0.120
C 6.258252 -0.995292 -0.121110 -0.188 0.220 0.087
Cl 7.801524 -1.688981 -0.459746 0.136 -0.103 -0.045
C 5.098974 -1.735531 -0.302048 0.367 0.046 -0.006
N 3.901947 -1.241975 -0.054013 -0.444 0.165 0.084
H 0.075548 0.669456 1.292548 0.015 0.075 0.035
H 0.222431 2.334344 1.913927 0.070 -0.137 -0.015
H -1.511545 3.327491 0.895881 0.001 0.028 -0.009
H -1.575488 3.415520 -0.875101 -0.083 0.027 0.046
H -3.433715 2.041128 -0.056461 -0.032 -0.013 0.074
H -2.314508 0.975759 0.825831 -0.067 0.045 -0.049
H -4.256578 0.448922 -1.583841 0.003 -0.081 -0.050
H -3.128191 -0.528386 -2.542679 -0.087 0.004 0.030
H -2.029581 -2.500898 -1.543458 0.059 -0.001 -0.092
H -2.054634 -4.229998 0.202136 0.038 -0.071 -0.007
H -3.450941 -3.936763 2.216264 -0.004 -0.060 0.055
H -4.829769 -1.904477 2.464635 -0.048 0.003 0.067
H -4.798055 -0.172594 0.721486 -0.058 0.097 0.001
H -0.815802 -0.197165 -2.342963 0.039 -0.068 0.024
H -0.714648 -0.404499 -0.579331 -0.017 -0.006 -0.092
H 1.112845 1.092131 -1.412878 -0.035 0.027 -0.070
H -0.091882 2.138365 -2.177409 0.052 -0.087 -0.050
H 1.823594 -0.339100 0.398319 0.038 0.162 0.073
H 4.770485 1.841117 0.952236 -0.008 0.014 0.009
H 7.041680 0.910819 0.484830 0.079 0.038 0.007
H 5.129333 -2.755777 -0.657346 0.144 -0.084 -0.037



49
Properties=species:S:1:pos:R:3:forces:R:3 method="wB97M-V/def2-TZVPD" homo_lumo_gap_ev=8.3 homo_energy_ev=-8.93 total_charge=0
Pt -1.255601 -1.809975 2.137727 0.085 0.004 -0.082
C -0.475876 -0.978649 -5.194121 -0.002 0.000 0.001
C 0.675550 -0.410264 -4.374622 0.003 -0.001 0.000
C 1.156263 0.951525 -4.853486 0.004 0.001 0.002
C 0.064309 1.997781 -4.684913 -0.003 0.000 0.000
C -0.476932 1.981067 -3.279462 0.002 -0.004 -0.004
C -1.096255 3.087302 -2.746823 -0.003 0.003 0.004
C -1.579798 3.065837 -1.440891 -0.001 0.000 -0.003
F -2.176771 4.174601 -0.974153 0.000 0.000 0.000
C -1.455837 1.972370 -0.635783 0.001 -0.006 -0.001
C -0.823858 0.833032 -1.153825 0.023 0.007 0.006
C -0.671423 -0.346439 -0.311013 0.035 0.006 0.000
O -1.162779 -0.283126 0.852731 -0.029 0.003 0.020
C 0.010497 -1.451879 -0.860889 -0.139 -0.061 -0.008
C 0.432357 -1.372509 -2.163715 -0.017 -0.005 -0.028
N 0.278366 -0.310476 -2.953963 0.003 -0.003 0.004
C -0.343732 0.833664 -2.469276 0.001 0.009 -0.003
C 0.369245 -2.735205 -0.139937 0.408 0.222 0.097
O 0.969935 -3.586735 -0.769274 -0.091 -0.083 -0.024
O 0.139235 -2.812223 1.129886 -0.273 -0.114 -0.006
H -0.191175 -1.044450 -6.244615 0.000 0.000 0.000
H -1.366561 -0.354643 -5.114952 0.000 0.000 0.000
H -0.735215 -1.978467 -4.846108 0.000 0.000 -0.001
H 1.512013 -1.109137 -4.396514 0.000 0.001 0.002
H 1.460733 0.872235 -5.897151 -0.001 0.000 0.000
H 2.037296 1.239430 -4.275172 0.001 0.000 -0.002
H -0.747603 1.812867 -5.393330 -0.001 0.000 0.000
H 0.450258 2.991877 -4.911615 0.001 0.000 0.000
H -1.207306 3.991340 -3.332368 0.000 0.000 -0.001
H -1.826429 1.969105 0.378907 0.000 0.001 0.000
H 0.930583 -2.237215 -2.585652 0.006 0.004 0.007
C 1.881330 0.278938 2.582612 0.002 0.002 -0.015
C 1.602747 0.314787 4.068650 -0.006 -0.010 -0.002
O 0.234150 0.026008 4.270463 0.010 0.030 0.000
C -0.158753 0.013949 5.631288 0.012 0.013 0.002
C 0.332345 -1.210383 6.387588 -0.020 -0.006 -0.006
H 2.926905 0.522522 2.388012 -0.001 0.002 -0.002
H 1.249450 1.000323 2.061781 -0.002 0.001 0.003
H 1.674478 -0.714325 2.181534 0.002 -0.002 0.008
H 1.832847 1.306084 4.484792 0.005 -0.004 0.008
H 2.234011 -0.415492 4.587755 0.003 -0.006 -0.011
H -1.248378 0.032597 5.618398 -0.006 -0.008 -0.015
H 0.183509 0.936054 6.120475 -0.006 -0.004 0.014
H 0.107970 -2.113302 5.817988 -0.007 -0.002 0.010
H -0.175882 -1.279870 7.350632 0.012 0.013 0.009
H 1.404821 -1.177453 6.580157 0.004 -0.007 -0.018
O -1.752390 -3.039569 3.686690 0.109 -0.072 -0.042
N -2.584376 -2.238311 4.194977 0.012 -0.074 0.097
O -2.638272 -1.195199 3.490578 -0.136 0.149 -0.021



50
Properties=species:S:1:pos:R:3:forces:R:3 method="wB97M-V/def2-TZVPD" homo_lumo_gap_ev=8.5 relative_energy_ev=0.133 homo_energy_ev=-8.14 total_charge=0
C -5.091597 -3.640055 1.144362 -0.082 0.030 0.007
O -3.731123 -3.599883 0.800374 0.279 -0.048 -0.076
C -3.205700 -2.293751 0.789024 0.148 -0.011 -0.037
C -1.733365 -2.379837 0.399019 -0.361 0.183 0.154
C -1.021895 -1.027267 0.459038 0.130 -0.707 0.262
N -1.587962 -0.071715 -0.457945 -0.404 0.721 -0.394
C -1.351924 0.066696 -1.801400 -0.229 -0.012 0.022
C -0.351745 -0.718949 -2.571248 0.172 0.152 0.134
C 1.023617 -0.198386 -2.273603 0.374 0.321 -0.603
C 1.704017 0.698528 -3.027477 0.057 -0.144 0.151
S 3.238094 1.054989 -2.314446 -0.367 -0.415 0.352
C 2.833535 -0.057004 -1.017218 0.180 0.551 -0.624
N 3.611416 -0.356238 0.050710 -0.227 -0.420 0.448
C 4.879137 0.049612 0.439151 0.447 0.180 0.086
C 5.673741 0.937398 -0.283499 -0.270 -0.161 0.036
C 6.929458 1.285876 0.178705 0.257 -0.088 0.340
C 7.391633 0.747210 1.364179 -0.140 0.015 -0.138
F 8.617201 1.087964 1.812448 -0.035 -0.010 -0.008
C 6.623651 -0.136642 2.102513 0.164 0.159 -0.115
C 5.372593 -0.480311 1.636017 -0.028 0.107 -0.184
N 1.667536 -0.610635 -1.145015 -0.005 -0.397 0.376
N -2.079835 1.029242 -2.286973 0.514 -0.452 -0.943
N -2.816913 1.546669 -1.287899 -0.389 0.010 0.702
C -2.520220 0.888172 -0.195566 -0.018 0.028 -0.144
S -3.175607 1.164762 1.389123 -0.126 0.090 0.367
C -4.449639 2.409679 1.007701 0.265 -0.107 0.023
C -3.872186 3.821763 0.904946 -0.164 -0.294 -0.218
N -3.330064 4.088775 -0.292775 0.191 0.328 -0.418
O -3.939956 4.610100 1.820719 -0.081 0.204 0.460
H -5.386201 -4.687027 1.125620 -0.093 0.036 0.029
H -5.260312 -3.228796 2.147420 -0.020 -0.026 -0.022
H -5.700402 -3.075209 0.427079 -0.003 -0.028 0.028
H -3.309526 -1.830148 1.783170 -0.024 -0.035 -0.099
H -3.762468 -1.672778 0.068322 0.039 -0.010 0.118
H -1.666328 -2.803446 -0.604071 0.072 -0.033 -0.030
H -1.236366 -3.067012 1.083872 0.057 -0.042 0.000
H 0.034459 -1.148669 0.197933 -0.246 0.087 0.220
H -1.104399 -0.605608 1.464638 0.133 -0.018 -0.058
H -0.571139 -0.593993 -3.630637 -0.070 -0.071 0.078
H -0.403336 -1.773800 -2.299485 0.006 -0.040 -0.125
H 1.409139 1.168357 -3.941906 -0.119 0.104 -0.236
H 3.167587 -1.020970 0.672333 0.009 0.118 -0.184
H 5.326807 1.363460 -1.208508 0.072 0.061 -0.042
H 7.548946 1.971749 -0.376238 0.082 0.071 -0.042
H 7.007088 -0.542988 3.024548 0.050 -0.034 0.092
H 4.763628 -1.169423 2.202935 -0.064 -0.075 0.066
H -5.142718 2.365247 1.846831 0.055 0.050 -0.087
H -4.932208 2.104968 0.081070 -0.095 0.005 0.032
H -2.893029 4.984981 -0.432437 -0.035 -0.016 0.117
H -3.195132 3.344337 -0.975477 -0.058 0.081 0.126



47
Properties=species:S:1:pos:R:3:forces:R:3 method="wB97M-V/def2-TZVPD" homo_lumo_gap_ev="4.0 / 4.1" relative_energy_ev=2.226 homo_energy_ev="-16.92 / -16.95" total_charge=+3
Ir -0.594898 0.990797 -0.115016 0.178 -1.146 -0.682
N 0.919507 -2.547270 -1.719854 -0.237 -0.054 0.232
C 0.350107 -3.719361 -1.224075 -0.044 -0.220 0.035
C 0.773275 -4.955383 -1.706833 0.049 0.104 -0.040
C 0.195517 -6.100215 -1.204987 0.002 -0.114 -0.006
C -0.802520 -6.031454 -0.224331 0.024 0.013 -0.022
C -1.229924 -4.811379 0.259915 -0.014 0.075 0.012
C -0.651337 -3.646649 -0.241799 0.068 -0.141 -0.070
S -1.207898 -2.133420 0.354668 0.025 0.015 -0.055
N -0.298588 -1.000802 -0.450132 -0.786 1.400 0.706
C 0.639799 -1.316193 -1.372809 0.489 -0.259 -0.361
C 1.330661 -0.193143 -2.014756 0.078 -0.019 -0.075
C 2.313982 -0.334416 -2.970226 0.094 0.015 -0.101
C 2.853315 0.805732 -3.562518 0.023 -0.124 -0.013
C 2.367904 2.037362 -3.182592 -0.082 0.074 0.073
C 1.381506 2.099363 -2.202584 0.009 0.138 0.001
N 0.885370 1.012565 -1.614055 -0.089 0.455 0.151
H 1.622413 -2.677296 -2.440462 0.016 -0.020 -0.020
H 1.544819 -5.015674 -2.465622 0.003 0.006 -0.002
H 0.516328 -7.065234 -1.573238 0.005 -0.001 -0.006
H -1.242526 -6.944140 0.154423 -0.014 0.008 0.015
H -2.004213 -4.756247 1.015256 -0.005 -0.022 0.001
H 2.684871 -1.302195 -3.281309 0.020 0.011 -0.017
H 3.627418 0.717379 -4.312982 0.001 -0.005 -0.003
H 2.735672 2.951952 -3.627031 -0.003 0.004 -0.004
H 0.969140 3.054088 -1.896578 0.064 -0.101 -0.030
C -0.270165 0.905225 3.252751 0.001 -0.082 0.074
C -1.765578 0.667526 3.051970 0.031 0.040 -0.001
S -2.403341 0.798874 1.336724 0.146 -0.035 0.105
C -3.203088 2.425795 1.212379 -0.004 -0.031 -0.035
C -2.227252 3.574847 1.260170 -0.077 0.009 -0.021
S -0.842440 3.276473 0.099025 -0.093 -0.120 0.251
C 0.583691 3.949049 1.026154 0.255 0.072 -0.076
C 1.236010 3.020103 2.040067 -0.044 -0.037 0.066
S 0.242438 2.626229 3.508650 0.010 0.003 -0.082
H 0.317168 0.469519 2.441165 0.001 0.002 0.006
H 0.021251 0.366352 4.155766 -0.036 0.047 0.050
H -2.373842 1.334530 3.664999 0.005 0.001 -0.013
H -2.022518 -0.351866 3.345567 -0.008 0.008 -0.017
H -3.935617 2.491005 2.018113 0.010 0.009 0.000
H -3.753753 2.380861 0.270886 0.009 0.009 0.005
H -1.797969 3.698764 2.251973 0.032 0.004 -0.002
H -2.701520 4.502927 0.939892 0.000 -0.001 0.008
H 0.203277 4.860140 1.492114 -0.045 -0.006 -0.038
H 1.305310 4.262206 0.268536 -0.017 -0.030 0.009
H 2.129759 3.528608 2.408884 -0.036 0.044 0.009
H 1.578488 2.094089 1.573760 -0.017 0.000 -0.017



54
Properties=species:S:1:pos:R:3:forces:R:3 method="wB97M-V/def2-TZVPD" homo_lumo_gap_ev="7.7 / 3.8" s_squared=6.05 multiplicity=5 homo_energy_ev="-14.08 / -14.13" total_charge=+2
Pd -0.555649 -0.865432 -1.106393 -0.151 -0.046 -0.422
N -3.001707 -3.278660 -0.197328 0.059 -0.192 -0.157
C -2.711125 -3.164711 -1.508017 -0.166 0.095 0.371
N -3.179273 -4.011372 -2.443532 0.115 0.212 -0.301
N -2.647720 -3.594216 -3.560897 -0.125 -0.055 0.247
N -1.884250 -2.516041 -3.334456 -0.122 -0.018 -0.022
N -1.911708 -2.228149 -2.054143 0.110 -0.029 -0.214
C -2.377638 -2.595481 0.810056 -0.070 0.097 0.011
N -2.362499 -2.990141 2.082940 -0.075 0.141 -0.081
N -1.585660 -2.111567 2.686077 0.047 0.195 -0.215
N -1.151101 -1.209080 1.816664 -0.164 -0.288 0.328
N -1.651824 -1.490280 0.622997 0.547 -0.002 0.362
H -3.652700 -4.015567 0.064074 0.115 -0.077 0.029
S 3.647978 -1.453396 3.619022 -0.243 -0.044 0.005
C 2.784885 -0.942232 2.221356 0.186 0.085 0.033
C 2.106208 0.274677 2.096894 -0.052 0.040 0.011
C 1.410707 0.506758 0.926704 -0.017 -0.021 -0.040
N 1.345836 -0.377539 -0.076277 -0.055 -0.215 0.408
C 2.034859 -1.528526 0.033598 0.151 0.136 0.025
C 2.771940 -1.853651 1.151043 0.028 -0.024 -0.032
C 3.311411 -0.278028 4.881224 0.032 -0.204 -0.087
C 3.776088 1.029713 4.848059 0.035 0.210 -0.019
C 3.459268 1.828622 5.938589 -0.052 -0.167 0.033
N 2.750224 1.389149 6.976334 -0.031 0.037 0.056
C 2.330026 0.129729 6.995735 0.109 0.038 -0.165
C 2.599156 -0.770866 5.966943 0.030 0.023 0.165
H 2.080947 1.002214 2.895045 -0.016 -0.029 0.003
H 0.857137 1.426443 0.802041 -0.065 -0.015 0.010
H 1.980310 -2.213005 -0.800432 -0.018 -0.025 -0.053
H 3.292343 -2.801515 1.204602 0.001 0.022 0.006
H 4.387379 1.412699 4.040958 -0.039 -0.033 -0.010
H 3.796429 2.856885 5.981379 0.006 -0.001 0.008
H 1.766580 -0.189027 7.863988 -0.009 0.025 0.000
H 2.262728 -1.798718 6.020648 -0.013 0.044 0.005
C -2.448081 1.158888 -2.476557 0.143 -0.085 0.060
C -2.826577 2.207371 -3.626508 -0.040 0.149 -0.155
N -1.603566 2.613301 -4.260807 0.098 -0.255 0.282
C -0.736839 3.299550 -3.347339 -0.044 0.126 -0.159
C -0.357719 2.274264 -2.170279 -0.005 -0.150 0.131
N -1.001857 1.011772 -2.462303 -0.157 0.173 -0.516
C -0.522043 0.476748 -3.727246 0.053 -0.044 0.253
C -0.943886 1.513221 -4.890780 -0.074 0.205 -0.197
H -2.902722 0.193970 -2.681557 -0.027 -0.014 -0.058
H -2.784071 1.518302 -1.506954 -0.020 0.048 0.008
H -3.329562 3.070637 -3.196864 0.021 -0.002 0.045
H -3.484958 1.738749 -4.354151 0.005 -0.051 0.018
H -1.241349 4.169058 -2.932514 -0.016 -0.021 0.043
H 0.164969 3.622786 -3.862255 0.026 -0.029 0.017
H -0.711713 2.653550 -1.213734 -0.050 0.036 -0.017
H 0.720298 2.132314 -2.130481 0.025 0.018 -0.043
H -0.966673 -0.498324 -3.920869 -0.069 0.008 -0.066
H 0.562814 0.387198 -3.693239 0.023 0.053 -0.032
H -1.610658 1.021741 -5.594971 -0.025 -0.054 0.046
H -0.055389 1.855217 -5.416090 0.048 -0.025 0.038